Density functional theory data (ωB97M-V/def2-TZVPD) for a cluster of 15 separate species, C39H42Cl6O30 in total in a non-equilibrium geometry.

Geometry as XYZ:
```
117
Properties=species:S:1:pos:R:3:lowdin_spin:R:1
C -0.812 20.093 -10.133 0.0000
C -1.965 19.573 -9.727 0.0000
C -3.291 20.233 -9.683 0.0000
O -4.351 19.614 -9.405 0.0000
C -3.185 21.606 -10.273 0.0000
C -2.007 22.196 -10.698 0.0000
C -0.686 21.500 -10.742 0.0000
O 0.320 22.020 -11.137 0.0000
O -1.921 23.439 -11.196 0.0000
O -1.987 18.331 -9.124 0.0000
H 0.069 19.489 -9.973 0.0000
H -4.157 22.064 -10.385 0.0000
H -1.014 23.593 -11.473 0.0000
H -2.915 18.175 -8.936 0.0000
C -5.006 25.886 -10.651 0.0000
C -4.526 27.163 -10.742 0.0000
C -3.719 27.685 -11.879 0.0000
O -3.250 28.832 -11.882 0.0000
C -3.557 26.630 -12.902 0.0000
C -4.059 25.396 -12.828 0.0000
C -4.796 24.883 -11.647 0.0000
O -5.303 23.782 -11.611 0.0000
O -3.852 24.632 -13.882 0.0000
O -5.041 28.173 -9.908 0.0000
H -5.807 25.706 -9.950 0.0000
H -3.001 26.987 -13.756 0.0000
H -3.891 23.742 -13.525 0.0000
H -4.694 29.035 -10.147 0.0000
C -5.571 22.566 -0.939 0.0000
C -6.299 23.185 -1.902 0.0000
C -6.982 24.545 -1.697 0.0000
O -7.836 25.018 -2.495 0.0000
C -6.532 25.237 -0.421 0.0000
C -5.715 24.615 0.490 0.0000
C -5.130 23.224 0.301 0.0000
O -4.212 22.831 0.980 0.0000
O -5.603 25.175 1.717 0.0000
O -6.742 22.444 -2.881 0.0000
H -5.232 21.551 -1.086 0.0000
H -6.883 26.234 -0.197 0.0000
H -5.075 24.628 2.304 0.0000
H -7.355 22.970 -3.400 0.0000
C -9.337 16.383 -4.942 0.0255
C -10.266 17.431 -4.966 0.1040
C -11.025 17.948 -3.820 0.1170
O -11.967 18.711 -3.850 0.1841
C -10.542 17.387 -2.608 0.0076
C -9.630 16.363 -2.556 0.1229
C -9.023 15.745 -3.710 0.1029
O -8.371 14.688 -3.655 0.2414
O -9.162 15.884 -1.391 0.0417
O -10.438 18.085 -6.131 0.0279
H -8.745 16.189 -5.824 -0.0006
H -11.015 17.724 -1.697 -0.0023
H -9.728 16.219 -0.692 0.0011
H -10.607 19.016 -5.967 0.0013
C -12.711 28.023 -6.597 0.0000
C -13.018 28.319 -7.898 0.0000
C -12.667 27.354 -9.012 0.0000
O -12.943 27.554 -10.227 0.0000
C -11.973 26.183 -8.524 0.0000
C -11.562 25.995 -7.229 0.0000
C -11.972 26.845 -6.061 0.0000
O -11.680 26.636 -4.864 0.0000
O -10.754 24.964 -6.860 0.0000
O -13.614 29.426 -8.308 0.0000
H -13.100 28.797 -5.952 0.0000
H -11.607 25.531 -9.304 0.0000
H -10.810 24.721 -5.932 0.0000
H -13.509 29.529 -9.256 0.0000
C -6.961 23.190 -6.520 0.0018
C -8.158 22.632 -6.168 0.0016
C -9.008 21.762 -7.022 0.0040
O -10.013 21.232 -6.596 0.0022
C -8.530 21.704 -8.398 -0.0014
C -7.423 22.413 -8.854 0.0043
C -6.453 23.058 -7.912 0.0033
O -5.267 23.310 -8.150 0.0060
O -7.012 22.137 -10.133 0.0018
O -8.721 22.970 -4.918 0.0002
H -6.382 23.855 -5.897 0.0001
H -8.949 20.975 -9.075 -0.0001
H -6.336 22.768 -10.390 0.0000
H -9.643 22.715 -4.840 0.0000
O -6.615 19.814 -5.979 0.0001
H -7.095 20.441 -5.437 0.0001
H -6.134 19.274 -5.352 0.0000
O -10.409 24.200 -1.787 0.0000
H -10.315 23.330 -2.175 0.0000
H -9.593 24.650 -2.007 0.0000
O -9.521 18.348 -9.393 0.0000
H -10.271 18.822 -9.751 0.0000
H -9.407 18.709 -8.514 0.0000
O -3.806 21.490 -5.987 0.0000
H -3.911 22.163 -6.659 0.0000
H -4.404 20.791 -6.252 0.0000
O -11.752 23.283 -4.659 0.0001
H -12.264 23.393 -3.858 0.0000
H -12.274 22.688 -5.198 0.0000
O -9.769 21.572 -2.533 0.0005
H -10.544 21.011 -2.526 0.0003
H -9.082 21.027 -2.918 0.0004
C -2.934 25.668 -7.887 0.0000
Cl -2.642 25.855 -6.145 0.0000
Cl -1.551 26.317 -8.826 0.0000
H -3.049 24.588 -7.981 0.0000
H -3.857 26.194 -8.130 0.0000
C -6.756 19.450 -12.117 0.0000
Cl -5.921 20.480 -13.361 0.0000
Cl -7.251 17.912 -12.952 0.0000
H -5.941 19.212 -11.434 0.0000
H -7.650 19.937 -11.728 0.0000
C -8.255 27.295 -4.957 0.0000
Cl -7.906 28.404 -3.655 0.0000
Cl -6.633 26.442 -5.380 0.0000
H -9.080 26.730 -4.525 0.0000
H -8.630 27.943 -5.749 0.0000
```

Output
Expectation value of S² ... 0.773
Total energy ... -6529.5881 hartree
Charge ... -1
Spin multiplicity ... 2
Gap between HOMO and LUMO (alpha / beta) ... 1.719 / 3.860 eV

Density functional theory data (ωB97M-V/def2-TZVPD) for a structure of composition C39H42F11N9O3Pt in a non-equilibrium geometry.

Geometry as XYZ:
```
105
Properties=species:S:1:pos:R:3:lowdin_charge:R:1
Pt -0.039 1.852 0.873 1.5140
C 2.869 0.832 0.868 -0.0456
N 1.947 1.621 1.721 -0.2838
C 1.848 1.071 3.090 -0.1340
C 0.474 1.216 3.727 -0.1956
N -0.546 0.896 2.746 -0.0415
C -1.748 0.367 3.114 -0.1567
C -2.232 0.298 4.450 -0.1329
F -1.536 0.827 5.453 0.1181
C -3.440 -0.254 4.785 -0.1417
F -3.828 -0.286 6.051 0.1561
C -4.271 -0.757 3.802 -0.1356
F -5.434 -1.282 4.119 0.1669
C -3.872 -0.689 2.479 -0.1477
F -4.670 -1.155 1.529 0.1410
C -2.653 -0.151 2.147 -0.1582
F -2.352 -0.152 0.851 0.0834
C 2.394 3.029 1.670 -0.1825
C 1.487 3.971 2.376 -0.2044
N 0.099 3.690 2.021 -0.0555
C -0.901 4.596 2.275 -0.1614
C -0.729 5.991 2.438 -0.1533
F 0.481 6.551 2.340 0.1003
C -1.776 6.858 2.643 -0.1644
F -1.543 8.159 2.758 0.1520
C -3.073 6.392 2.704 -0.1596
F -4.080 7.231 2.875 0.1530
C -3.302 5.035 2.587 -0.1581
F -4.542 4.563 2.674 0.1390
C -2.249 4.170 2.410 -0.1586
F -2.548 2.869 2.460 0.0838
H 3.895 0.950 1.227 0.1130
H 2.792 1.184 -0.158 0.0862
H 2.591 -0.214 0.903 0.0726
H 2.586 1.545 3.742 0.1411
H 2.088 0.013 3.039 0.1261
H 0.326 2.221 4.126 0.1141
H 0.436 0.540 4.570 0.1305
H 2.440 3.296 0.615 0.1269
H 3.398 3.132 2.089 0.1442
H 1.827 4.969 2.127 0.1198
H 1.579 3.880 3.465 0.1269
F 2.643 -4.936 1.257 0.0672
C 2.234 -4.322 0.124 -0.1857
C 1.638 -3.103 0.238 0.0845
C 1.254 -2.382 -0.894 -0.0428
C 0.723 -1.012 -0.773 -0.2855
O 0.446 -0.528 0.346 -0.0535
C 0.567 -0.306 -2.002 -0.0334
C 0.712 -0.966 -3.174 0.0598
N 1.086 -2.266 -3.289 0.0173
C 1.164 -2.867 -4.608 -0.2600
C -0.002 -2.698 -5.525 -0.0718
C 0.280 -4.038 -4.918 -0.0929
C 1.451 -2.969 -2.146 -0.1105
C 2.025 -4.242 -2.238 0.0614
C 2.454 -4.936 -1.121 -0.1156
N 3.045 -6.220 -1.273 -0.0791
C 3.420 -7.046 -0.117 -0.1236
C 3.826 -8.439 -0.616 -0.0686
N 3.057 -8.716 -1.884 0.0706
C 3.573 -7.841 -3.007 -0.0625
C 3.918 -6.475 -2.417 -0.1260
C 0.294 1.165 -2.049 -0.5920
O -0.393 1.610 -2.953 0.0888
O 0.885 1.857 -1.107 -0.2014
H 1.471 -2.677 1.222 0.1434
H 0.524 -0.445 -4.104 0.1591
H 2.157 -2.849 -5.041 0.1569
H 0.197 -2.543 -6.575 0.1165
H -0.858 -2.153 -5.142 0.1181
H 0.682 -4.819 -5.553 0.1081
H -0.389 -4.384 -4.139 0.1162
H 2.121 -4.687 -3.217 0.1042
H 2.566 -7.137 0.546 0.1319
H 4.248 -6.634 0.461 0.1390
H 3.592 -9.198 0.122 0.1416
H 4.880 -8.513 -0.865 0.1373
H 2.080 -8.480 -1.716 0.1829
H 3.098 -9.698 -2.145 0.1866
H 2.793 -7.783 -3.761 0.1366
H 4.448 -8.322 -3.436 0.1406
H 3.801 -5.723 -3.185 0.1204
H 4.968 -6.446 -2.107 0.1399
C -0.235 4.789 -1.054 -0.0142
N -1.663 4.680 -0.757 -0.1061
C -2.368 5.949 -0.609 -0.0266
C -2.282 3.488 -0.602 -0.4096
N -1.647 2.390 -0.257 0.0072
N -3.626 3.472 -0.799 -0.1250
C -4.206 4.104 -1.990 -0.0201
C -4.423 2.387 -0.236 -0.0313
H -0.100 5.470 -1.896 0.1062
H 0.171 3.821 -1.321 0.0524
H 0.313 5.198 -0.198 0.0833
H -1.736 6.631 -0.038 0.0951
H -3.305 5.807 -0.077 0.0945
H -2.577 6.424 -1.571 0.0997
H -2.192 1.561 -0.439 0.0641
H -3.461 4.699 -2.508 0.0861
H -5.051 4.738 -1.720 0.1020
H -4.558 3.334 -2.679 0.0999
H -4.034 2.103 0.741 0.0728
H -4.448 1.506 -0.889 0.1029
H -5.446 2.738 -0.108 0.1048
```

Output
Relative energy (zero: lowest compared OMol25 entry of this formula, charge and spin) ... 231.4 kJ/mol
Total energy ... -3447.0485 hartree
Charge ... +2
Gap between HOMO and LUMO (alpha / beta) ... 5.251 / 5.916 eV

Which value of total energy does entry 2 give? -3447.0485 hartree

The highest total energy belongs to which entry? C39H42F11N9O3Pt